(1)
The following is a quantum chemistry calculation of a 2-piece molecular cluster, C4H9N2O overall, from OMol25.

Last column: Mulliken charge in e.
Positions of all 16 atoms, in Å:
1 C 2.70304 -0.53376 -0.56195  -1.04
2 C 1.24725 -0.27970 -0.32435  0.48
3 C 0.27330 0.58644 -0.75547  -0.55
4 N -0.95935 0.18902 -0.21097  0.04
5 C -0.79265 -0.96389 0.41618  -0.18
6 N 0.53681 -1.18901 0.43414  -0.11
7 H 2.84270 -1.58645 -0.35568  0.33
8 H 2.94302 -0.31359 -1.59814  0.33
9 H 3.22741 0.19311 0.06323  0.30
10 H 0.24875 1.44015 -1.40790  0.43
11 H -1.66806 0.93850 -0.20428  0.34
12 H -1.42728 -1.82158 0.58545  0.37
13 H 0.87536 -1.73277 1.22387  0.29
14 H -3.87008 1.31028 0.42384  0.34
15 H -3.13493 1.99745 1.59218  0.32
16 O -3.04528 1.76581 0.67985  -0.69

Forces on atoms 1 to 6 (eV/Å):
-1.00 1.18 0.03
-1.14 0.10 -0.18
-0.02 -0.29 0.64
1.30 0.56 -1.36
1.02 0.37 -0.09
-0.65 -0.55 0.52

As for the orbital gap: 0.38118 hartree. Its net charge is +1.


(2)
The following is a quantum chemistry calculation of the molecule C6H11N3O, from OMol25.

Last column: Mulliken charge in e.
Positions of all 21 atoms, in Å:
1 C 1.76131 -0.10771 1.48616  -1.56
2 C 0.92482 -0.58828 0.30495  0.43
3 C 1.42394 -0.88724 -1.02459  -1.36
4 N -0.19552 0.56344 0.22987  0.03
5 C 0.31156 1.84127 -0.14595  -0.96
6 C -1.41582 0.10526 -0.14301  0.56
7 N -1.76733 -1.10428 -0.53403  -0.50
8 C -3.16273 -1.01990 -0.69316  -0.18
9 N -3.63656 0.12769 -0.32156  -0.30
10 O -2.55995 0.95804 0.02911  -0.20
11 H 1.11067 0.16637 2.30448  0.41
12 H 2.31588 -0.96020 1.83187  0.42
13 H 2.42864 0.73389 1.36898  0.40
14 H 0.47998 -1.41470 0.81244  0.37
15 H 1.84438 -1.86764 -1.04956  0.40
16 H 2.08512 -0.13288 -1.45611  0.30
17 H 0.49199 -1.08444 -1.56885  0.40
18 H 1.21703 2.00014 0.42901  0.28
19 H 0.49731 1.85144 -1.20084  0.37
20 H -0.33404 2.65804 0.18483  0.31
21 H -3.82066 -1.83833 -0.84402  0.40

Forces on atoms 1 to 6 (eV/Å):
0.63 -0.11 -0.12
-1.81 3.42 2.76
-0.46 -0.47 -1.11
0.21 -3.13 0.20
-0.22 0.65 0.82
-1.98 0.32 0.23

Its SMILES is CC(C)N(C)c1ncno1. As for the orbital gap: 0.35378 hartree. Its net charge is 0.


(3)
The following is a quantum chemistry calculation of C26H29Cl2KN7 as an isolated structure, from OMol25.

Last column: Mulliken charge in e.
Positions of all 65 atoms, in Å:
1 K 0.91138 -0.32992 0.52547  0.70
2 C -1.31563 -2.80393 -1.08293  -0.89
3 N -1.66067 -1.98098 0.09794  0.85
4 C -1.90602 -2.88241 1.25645  -0.96
5 C -0.75531 -3.18658 2.20762  0.87
6 C -1.12694 -3.23355 3.56380  -1.13
7 C -0.12043 -3.34815 4.47544  -0.26
8 C 1.19513 -3.46703 4.05521  -0.57
9 C 1.42147 -3.63904 2.73129  -0.27
10 N 0.50327 -3.37161 1.79761  -0.24
11 C -2.90319 -1.17665 -0.08121  -0.58
12 C -2.93237 -0.10966 0.95897  0.21
13 C -4.19803 0.23010 1.46360  -0.79
14 C -4.30663 1.42342 2.17806  -0.37
15 C -3.18333 2.16118 2.44244  -0.79
16 C -1.97184 1.63391 2.02766  -0.31
17 N -1.80695 0.47896 1.34181  0.39
18 C -0.89739 -2.07734 -2.35983  0.19
19 C -1.74603 -1.89163 -3.46263  -0.32
20 C -1.19124 -1.34104 -4.61417  -0.59
21 C 0.16186 -0.98282 -4.64407  -0.62
22 C 0.90300 -1.17998 -3.50921  -0.03
23 N 0.38296 -1.74523 -2.45961  -0.22
24 H -2.13901 -3.47247 -1.31685  0.46
25 H -0.38753 -3.28796 -0.75875  0.35
26 H -2.42564 -3.84302 1.03364  0.38
27 H -2.59413 -2.34340 1.87976  0.18
28 H -2.11747 -3.07750 3.85509  0.45
29 H -0.32961 -3.33463 5.55400  0.37
30 H 2.04462 -3.66655 4.74146  0.33
31 H 2.40285 -3.88554 2.35586  0.42
32 H -3.83162 -1.73884 0.02622  0.19
33 H -2.84971 -0.72498 -1.08049  0.38
34 H -5.05442 -0.46464 1.27247  0.28
35 H -5.30231 1.79459 2.42877  0.37
36 H -3.19332 3.04543 3.04043  0.42
37 H -1.03237 2.13906 2.24320  0.39
38 H -2.77305 -2.16902 -3.36552  0.46
39 H -1.91148 -1.10395 -5.37963  0.37
40 H 0.66892 -0.69271 -5.56307  0.40
41 H 1.92658 -0.84029 -3.40523  0.30
42 N 3.63887 -0.91595 -0.27405  -0.37
43 C 4.31136 0.39136 -0.39722  -0.43
44 C 4.40753 1.14245 0.91989  -0.65
45 N 3.09259 1.30032 1.56683  -0.32
46 H 4.25984 -1.54965 0.25737  0.19
47 H 3.48896 -1.30434 -1.19953  0.15
48 H 3.75123 0.98365 -1.13097  0.27
49 H 5.36357 0.29954 -0.78296  0.29
50 H 4.88630 2.13439 0.78073  0.27
51 H 5.14003 0.61146 1.58549  0.33
52 H 2.46508 1.90496 1.02090  0.26
53 H 3.08393 1.55850 2.56344  0.15
54 Cl -0.95909 1.93761 -2.18489  -0.16
55 C -0.11207 3.39264 -1.86988  0.47
56 C -0.63682 4.51129 -2.47273  -0.38
57 C 0.04520 5.69479 -2.33093  -0.62
58 C 1.29003 5.70273 -1.75080  -0.46
59 C 1.87627 4.59062 -1.16266  0.38
60 Cl 3.41284 4.69716 -0.52453  -0.30
61 C 1.16021 3.31180 -1.11071  -1.32
62 N 1.46378 2.31252 -0.40407  -0.35
63 H -1.59319 4.53823 -2.98684  0.30
64 H -0.23911 6.61232 -2.83714  0.22
65 H 1.84429 6.62799 -1.74582  0.32

Forces on atoms 1 to 6 (eV/Å):
0.10 0.68 -0.46
0.88 0.87 0.13
-1.05 -1.00 -0.05
0.51 0.24 -0.23
0.00 0.31 -0.10
1.66 0.03 -1.05

As for the orbital gap: 0.10072 hartree. Its net charge is -1.


(4)
The following is a quantum chemistry calculation of C25H20BrCrI2N3O3 as an isolated structure, from OMol25.

Last column: Mulliken charge in e.
Positions of all 55 atoms, in Å:
1 Cr -0.28792 0.11189 0.18687  0.22
2 I -0.96335 -0.70582 7.52782  0.13
3 C -1.05946 -0.18467 5.51594  -0.40
4 C -2.29087 -0.10139 4.88211  -0.27
5 C -2.35446 0.23824 3.53722  0.04
6 I -4.19044 0.35258 2.56598  0.07
7 C -1.18841 0.49787 2.82708  -0.04
8 O -1.22394 0.83831 1.51795  -0.60
9 C 0.04814 0.41730 3.47141  0.77
10 C 1.27732 0.72100 2.66812  -0.90
11 N 1.36033 -0.17951 1.48739  -0.17
12 C 2.58243 0.06509 0.70047  -1.06
13 C 2.44510 -0.57924 -0.64697  0.66
14 C 3.51836 -1.04106 -1.38346  -1.05
15 C 3.29244 -1.52052 -2.66493  -0.40
16 C 2.00315 -1.51744 -3.17078  -1.13
17 C 0.97690 -1.05656 -2.36914  -0.34
18 N 1.19255 -0.60926 -1.12710  1.29
19 C 0.10954 0.07233 4.81296  -0.86
20 H -3.20269 -0.30099 5.42738  0.40
21 H 2.17436 0.61883 3.28292  0.49
22 H 1.24007 1.74042 2.27680  0.35
23 H 1.37861 -1.14067 1.81986  0.21
24 H 3.47845 -0.27472 1.22329  0.56
25 H 2.66629 1.14559 0.55524  0.30
26 H 4.51344 -1.01481 -0.96106  0.53
27 H 4.11667 -1.88417 -3.26381  0.45
28 H 1.78640 -1.86646 -4.16994  0.48
29 H -0.04753 -1.03255 -2.71251  0.66
30 H 1.06882 0.01223 5.31114  0.42
31 C 0.13074 -3.25880 0.86623  -0.74
32 C -0.86698 -2.30481 1.11209  0.00
33 C -1.79955 -2.00053 0.12374  -0.46
34 C -1.72635 -2.64417 -1.11807  -0.61
35 C -0.74171 -3.58159 -1.35144  -0.56
36 C 0.19451 -3.88843 -0.35866  -0.54
37 H 0.82306 -3.53291 1.65412  0.53
38 H -0.98058 -1.88965 2.10711  0.87
39 H -2.62239 -1.32937 0.33967  0.23
40 H -2.46248 -2.41960 -1.87871  0.46
41 H -0.69967 -4.09623 -2.30300  0.47
42 H 0.94948 -4.64116 -0.54481  0.45
43 Br 0.18638 6.49297 -3.62074  -0.14
44 C -0.71996 4.85167 -3.47448  -0.11
45 C -1.74960 4.54596 -4.35988  -0.14
46 N -2.43377 3.40742 -4.31451  -0.59
47 C -2.10992 2.52683 -3.37580  -0.32
48 C -1.09232 2.74815 -2.45472  0.00
49 C -0.37734 3.94042 -2.49876  -0.32
50 C -0.77496 1.73423 -1.44257  1.71
51 O 0.15071 1.90009 -0.58886  -0.72
52 O -1.40222 0.61972 -1.37953  -0.73
53 H -2.02882 5.25315 -5.13188  0.40
54 H -2.68011 1.60639 -3.34614  0.55
55 H 0.41348 4.13845 -1.78863  0.54

Forces on atoms 1 to 6 (eV/Å):
-0.18 0.05 0.00
0.00 0.00 0.01
-0.02 -0.01 0.00
0.02 0.01 -0.01
-0.05 0.00 -0.02
0.02 0.00 0.01

As for the spin multiplicity: 2. As for the orbital gap (spin up / spin down): 0.25991 / 0.27386 hartree. Its net charge is +1.


What energy relative to the best compared isomer or geometry (same formula, charge and spin) values result from the calculations? In sequence: 90.2, 287.7, 158.2, 0.0 kJ/mol.
What total energy values result from the calculations? In sequence: -9315.0814, -12916.0631, -79231.3440, -151523.8282 eV.